No. 1
The following is a DFT calculation (ωB97M-V with the def2-TZVPD basis set) of C23H26BrNO6RuS2 as an isolated structure in a non-equilibrium geometry.

Last column: Mulliken charge in e.
CARTESIAN COORDINATES (ANGSTROEM)
Ru: -0.056 0.087 0.401  1.749
C: -0.517 -3.596 -0.942  -2.087
C: -1.061 -2.514 -0.085  1.138
C: -1.848 -1.485 -0.663  1.936
C: -2.049 -1.485 -2.156  -2.335
C: -2.499 -0.560 0.175  -0.041
C: -3.605 0.304 -0.347  -1.446
C: -2.239 -0.566 1.595  0.914
C: -2.961 0.396 2.488  -2.230
C: -1.420 -1.562 2.164  1.265
C: -1.271 -1.658 3.656  -2.277
C: -0.796 -2.510 1.329  1.376
C: 0.149 -3.512 1.900  -3.039
H: -1.235 -3.885 -1.711  0.468
H: -0.233 -4.476 -0.374  0.478
H: 0.373 -3.218 -1.465  0.362
H: -2.853 -2.176 -2.428  0.444
H: -1.142 -1.806 -2.668  0.545
H: -2.312 -0.506 -2.545  0.470
H: -4.551 -0.174 -0.068  0.379
H: -3.605 0.397 -1.426  0.463
H: -3.612 1.299 0.090  0.435
H: -3.934 -0.032 2.754  0.411
H: -3.147 1.352 2.009  0.258
H: -2.417 0.581 3.406  0.617
H: -2.186 -1.359 4.161  0.521
H: -0.463 -1.012 4.012  0.379
H: -1.045 -2.673 3.964  0.502
H: -0.387 -4.439 2.144  0.452
H: 0.613 -3.148 2.813  0.621
H: 0.932 -3.764 1.188  0.565
O: 1.324 0.540 -3.668  -0.649
S: 1.565 -0.092 -2.413  1.347
O: 1.408 -1.513 -2.327  -0.717
O: 0.570 0.597 -1.399  -0.830
C: 3.147 0.445 -1.816  0.387
C: 4.133 0.553 -2.796  -0.879
C: 5.393 1.017 -2.463  -0.740
C: 5.668 1.405 -1.159  -0.601
C: 4.685 1.330 -0.185  -0.507
C: 3.430 0.855 -0.505  0.075
S: 2.326 -0.563 1.409  -0.042
O: 1.500 -1.356 0.391  -0.514
O: 2.458 0.864 0.530  0.280
O: 1.235 -0.095 2.327  -0.366
H: 3.894 0.278 -3.815  0.509
H: 6.156 1.089 -3.227  0.441
H: 6.649 1.778 -0.899  0.437
H: 4.874 1.655 0.832  0.512
Br: -0.142 2.576 2.835  0.014
C: -0.467 3.013 1.047  0.116
C: -0.365 4.326 0.647  -0.729
C: -0.735 4.659 -0.645  -0.368
C: -1.248 3.677 -1.481  -1.061
C: -1.294 2.387 -1.030  0.037
N: -0.881 2.026 0.216  0.577
H: -0.019 5.067 1.355  0.516
H: -0.644 5.682 -0.989  0.452
H: -1.592 3.905 -2.480  0.517
H: -1.653 1.596 -1.665  0.491

## Properties
Max |F|   1.3 eV Å⁻¹
Total charge   +2
Relative energy (zero: lowest compared OMol25 entry of this formula, charge and spin)   0.00 kcal per mole
Spin multiplicity   5

No. 2
The following is a DFT calculation (ωB97M-V with the def2-TZVPD basis set) of a 17-piece molecular cluster, C3H40O16 overall in a non-equilibrium geometry.

Last column: Mulliken charge in e.
CARTESIAN COORDINATES (ANGSTROEM)
C: 0.890 0.501 0.711  -0.072
C: 1.244 1.890 1.320  -0.205
C: 2.525 1.996 2.147  -1.425
H: -0.092 0.765 0.317  -0.111
H: 1.026 -0.342 1.374  0.561
H: 1.523 0.344 -0.167  0.028
H: 0.378 2.360 1.764  0.343
H: 1.430 2.565 0.479  0.124
H: 2.761 3.045 2.326  0.419
H: 2.485 1.466 3.083  0.311
H: 3.375 1.619 1.566  0.268
H: 1.153 -2.978 1.777  0.361
H: 2.459 -3.074 1.144  0.308
O: 2.024 -2.536 1.821  -0.655
H: -3.538 -0.486 -0.917  0.287
H: -2.841 0.209 -2.057  0.444
O: -3.314 -0.626 -1.844  -0.742
H: -2.995 1.661 -0.307  0.437
H: -1.713 2.357 -0.983  0.264
O: -2.444 1.738 -1.114  -0.634
H: -3.370 -3.097 -0.479  0.265
H: -2.591 -1.760 -0.583  0.331
O: -2.586 -2.643 -0.157  -0.597
H: -0.746 -1.407 -3.624  0.281
H: 0.002 -0.852 -2.314  0.309
O: 0.009 -0.925 -3.275  -0.678
H: -0.107 0.468 3.853  0.250
H: -1.197 1.637 3.816  0.251
O: -0.972 0.744 3.541  -0.504
H: 0.783 1.150 -3.648  0.298
H: -0.611 1.247 -4.177  0.308
O: 0.103 1.797 -3.843  -0.605
H: 4.597 -0.904 -0.696  0.276
H: 3.496 0.093 -0.314  0.275
O: 4.132 -0.121 -1.006  -0.603
H: 1.937 -0.965 -3.290  0.322
H: 3.304 -0.996 -2.839  0.380
O: 2.806 -0.628 -3.588  -0.658
H: 2.250 1.540 -2.659  0.324
H: 2.978 2.089 -1.552  0.269
O: 2.156 2.274 -2.031  -0.704
H: 1.227 -2.333 -0.129  0.157
H: 0.563 -2.599 -1.486  0.360
O: 1.278 -2.107 -1.069  -0.494
H: 0.496 3.122 -1.566  0.405
H: -0.642 4.082 -1.631  0.323
O: -0.120 3.599 -0.977  -0.714
H: -0.814 -3.038 3.638  0.263
H: -2.076 -2.483 3.017  0.325
O: -1.111 -2.381 2.997  -0.601
H: -1.168 -3.674 1.272  0.331
H: -0.574 -3.255 0.068  0.275
O: -0.361 -3.874 0.778  -0.675
H: -3.899 1.229 1.831  0.347
H: -3.173 2.475 1.554  0.330
O: -3.901 1.956 1.177  -0.741
H: -2.410 -0.908 1.714  0.351
H: -2.815 -0.386 3.042  0.333
O: -3.205 -0.642 2.194  -0.678

## Properties
Max |F|   2.2 eV Å⁻¹
Relative energy (zero: lowest compared OMol25 entry of this formula, charge and spin)   0.00 kcal per mole

No. 3
The following is a DFT calculation (ωB97M-V with the def2-TZVPD basis set) of a 2-piece molecular cluster, C3H10NO2S overall.

Last column: Mulliken charge in e.
CARTESIAN COORDINATES (ANGSTROEM)
C: 0.402 1.321 -0.049  -0.762
C: 0.766 0.426 -1.237  -0.197
S: 2.572 0.462 -1.709  -0.303
N: 0.074 0.763 1.252  -0.301
C: -1.323 0.315 1.469  -0.397
O: -1.696 -0.954 1.181  -0.804
H: -0.458 1.931 -0.325  0.325
H: 1.213 2.055 0.054  0.420
H: 0.557 -0.624 -1.104  0.099
H: 0.193 0.792 -2.096  0.279
H: 2.627 -0.870 -1.720  0.116
H: 0.722 0.040 1.484  0.186
H: -1.896 1.128 0.962  0.272
H: -1.483 0.487 2.550  0.268
H: -0.994 -1.714 0.231  0.369
H: -0.506 -3.214 -0.317  0.215
O: -0.769 -2.344 -0.627  -0.784

## Properties
Max |F|   0.9 eV Å⁻¹
Total charge   -1
Relative energy (zero: lowest compared OMol25 entry of this formula, charge and spin)   12.26 kcal per mole

No. 4
The following is a DFT calculation (ωB97M-V with the def2-TZVPD basis set) of an isolated ion of composition CH3IO2P and charge -1 in a non-equilibrium geometry.

Last column: Mulliken charge in e.
CARTESIAN COORDINATES (ANGSTROEM)
C: 0.817 0.534 -0.032  -0.970
O: -0.457 -1.509 1.337  -0.602
O: -0.580 -1.530 -1.231  -0.550
P: -0.434 -0.809 0.042  0.311
I: -2.549 1.002 0.038  -0.110
H: 0.484 1.327 -0.690  0.332
H: 0.997 0.905 0.972  0.287
H: 1.723 0.080 -0.435  0.303

## Properties
Max |F|   2.6 eV Å⁻¹
Total charge   -1
Relative energy (zero: lowest compared OMol25 entry of this formula, charge and spin)   0.00 kcal per mole
Spin multiplicity   3

No. 5
The following is a DFT calculation (ωB97M-V with the def2-TZVPD basis set) of one molecule with the formula C3H5NS2 in a non-equilibrium geometry.

Last column: Mulliken charge in e.
CARTESIAN COORDINATES (ANGSTROEM)
C: 0.163 -1.087 -0.748  -0.841
C: 0.503 1.300 -0.260  -0.075
C: -0.756 0.000 1.272  0.122
H: -0.605 -1.938 -0.528  0.293
H: 1.312 -1.337 -0.711  0.291
H: -0.045 -0.823 -1.846  0.330
H: 0.559 2.031 0.663  0.164
H: -1.593 -0.912 1.207  0.184
N: -0.165 0.112 0.128  0.111
S: 1.281 1.556 -1.708  -0.233
S: -0.654 1.098 2.532  -0.345

## Properties
Max |F|   5.9 eV Å⁻¹
Relative energy (zero: lowest compared OMol25 entry of this formula, charge and spin)   48.61 kcal per mole

No. 6
The following is a DFT calculation (ωB97M-V with the def2-TZVPD basis set) of a 3-piece molecular cluster, C4H9NO2 overall in a non-equilibrium geometry.

Last column: Mulliken charge in e.
CARTESIAN COORDINATES (ANGSTROEM)
C: -2.225 -0.116 -0.278  -1.315
C: -0.815 0.357 -0.173  0.698
O: -0.600 1.538 0.047  -0.527
C: 0.169 -0.772 0.128  -0.483
C: 1.680 -0.560 0.218  0.218
O: 2.477 -1.407 -0.137  -0.594
N: 2.071 0.643 0.751  -0.329
H: -2.459 -0.138 0.791  0.332
H: -2.378 -1.115 -0.688  0.340
H: -2.862 0.624 -0.757  0.332
H: 0.079 0.647 -1.789  0.102
H: 0.495 1.149 -1.217  0.044
H: -0.180 -0.920 1.156  0.381
H: -0.041 -1.700 -0.415  0.336
H: 3.072 0.745 0.858  0.240
H: 1.517 1.026 1.503  0.227

## Properties
Max |F|   4.0 eV Å⁻¹
Relative energy (zero: lowest compared OMol25 entry of this formula, charge and spin)   78.02 kcal per mole

No. 7
The following is a DFT calculation (ωB97M-V with the def2-TZVPD basis set) of C17H18F3N3OPdS2 as an isolated structure in a non-equilibrium geometry.

Last column: Mulliken charge in e.
CARTESIAN COORDINATES (ANGSTROEM)
Pd: 0.000 0.000 0.000  -0.440
F: -3.359 3.313 1.565  -0.206
C: -2.180 3.451 2.237  0.509
F: -2.290 2.785 3.422  -0.208
F: -2.215 4.778 2.635  -0.313
C: -0.933 3.164 1.437  0.118
C: -0.033 4.247 1.227  -0.216
C: 1.171 4.151 0.507  -0.599
C: 1.550 2.951 -0.052  -0.292
N: 0.809 1.851 0.061  -0.413
C: -0.562 1.939 0.875  0.762
S: -2.029 0.472 1.302  -0.352
H: -0.277 5.224 1.646  0.437
H: 1.804 5.024 0.391  0.353
H: 2.470 2.843 -0.613  0.394
C: -5.920 -2.940 -2.186  -1.335
C: -4.561 -2.262 -2.249  -0.106
C: -3.860 -2.300 -0.894  -0.843
N: -2.574 -1.609 -0.921  0.360
C: -1.471 -1.933 -1.630  -0.179
S: -0.505 -0.697 -2.207  -0.357
N: -1.140 -3.223 -1.930  0.094
C: -1.537 -4.475 -1.476  0.409
O: -1.711 -5.391 -2.278  -0.611
C: -1.698 -4.719 -0.015  -0.110
C: -2.461 -5.824 0.390  -0.364
C: -2.631 -6.105 1.747  -0.548
C: -2.031 -5.291 2.706  -0.306
C: -1.253 -4.203 2.311  -0.720
C: -1.079 -3.919 0.954  0.257
H: -6.406 -2.909 -3.166  0.369
H: -6.575 -2.439 -1.466  0.341
H: -5.821 -3.989 -1.889  0.328
H: -4.687 -1.222 -2.575  0.365
H: -3.946 -2.759 -3.008  0.291
H: -3.737 -3.329 -0.566  0.059
H: -4.468 -1.789 -0.139  0.475
H: -2.654 -0.604 -0.800  0.346
H: -0.651 -3.291 -2.814  0.268
H: -2.927 -6.469 -0.352  0.421
H: -3.227 -6.961 2.053  0.391
H: -2.161 -5.511 3.763  0.386
H: -0.776 -3.577 3.061  0.414
H: -0.450 -3.079 0.673  0.250
H: 0.978 -1.160 0.748  0.121

## Properties
Max |F|   4.6 eV Å⁻¹
Electronic energy   -2121.82114 hartree